45
Properties=species:S:1:pos:R:3:lowdin_charge:R:1 method="wB97M-V/def2-TZVPD" mol_weight_g_mol=290.43 max_force_ev_per_a=2.33 gap_ev=9.40 homo_energy_ev=-8.74 lumo_energy_ev=0.66 multiplicity=1
O -0.329 2.510 1.534 0.076
C -0.359 2.189 2.709 -0.514
O -0.901 3.032 3.633 0.087
C 0.243 0.878 3.166 -0.101
C -0.784 -0.124 3.753 -0.246
C -1.034 -1.351 2.823 -0.317
Si -2.180 -0.959 1.369 0.722
C -1.222 -0.991 -0.270 -0.336
C 0.018 -1.572 -0.356 -0.119
C 0.699 -1.545 -1.560 -0.088
C 0.133 -0.931 -2.644 -0.089
C -1.121 -0.375 -2.551 -0.084
C -1.816 -0.392 -1.370 -0.116
H -0.787 3.918 3.263 0.118
H 0.848 0.485 2.351 0.124
H 0.933 1.132 3.982 0.094
H -0.330 -0.543 4.657 0.099
H -1.721 0.363 4.034 0.102
H -0.044 -1.700 2.515 0.057
H -1.457 -2.128 3.473 0.066
H -2.640 0.440 1.542 -0.015
H -3.384 -1.811 1.313 -0.047
H 0.524 -2.064 0.467 0.090
H 1.684 -2.000 -1.609 0.103
H 0.672 -0.878 -3.580 0.084
H -1.566 0.100 -3.430 0.089
H -2.790 0.084 -1.324 0.101
C 2.455 1.444 6.855 -0.150
O 2.734 1.516 5.459 -0.135
H 2.186 0.418 7.094 0.078
H 3.336 1.727 7.435 0.075
H 1.621 2.102 7.111 0.077
H 2.971 2.426 5.259 0.077
C -2.648 0.545 -6.721 -0.153
O -2.909 0.010 -5.427 -0.135
H -1.626 0.292 -6.992 0.078
H -3.332 0.113 -7.456 0.074
H -2.759 1.632 -6.714 0.076
H -3.814 0.238 -5.199 0.076
C 3.430 -1.669 -4.918 -0.149
O 2.855 -0.618 -4.146 -0.139
H 2.632 -2.343 -5.220 0.079
H 3.916 -1.266 -5.810 0.075
H 4.160 -2.223 -4.323 0.076
H 3.567 -0.029 -3.883 0.080